{"formula": "C51H80N5P2PdSSbSi5", "method": "ωB97M-V/def2-TZVPD", "total_energy_ha": -5161.78886, "homo_lumo_gap_ev": [5.78, 5.78], "e_above_lowest_kj_mol": 43.9, "e_lumo_ha": [-0.0343, -0.0343], "symbols": ["Pd", "C", "Si", "C", "C", "N", "P", "C", "P", "N", "Si", "C", "C", "C", "C", "C", "C", "C", "C", "C", "C", "C", "C", "C", "C", "C", "C", "C", "C", "C", "C", "C", "C", "C", "C", "C", "C", "C", "H", "H", "H", "H", "H", "H", "H", "H", "H", "H", "H", "H", "H", "H", "H", "H", "H", "H", "H", "H", "H", "H", "H", "H", "H", "H", "H", "H", "H", "H", "H", "H", "H", "H", "H", "H", "H", "H", "C", "Si", "C", "C", "Sb", "Si", "C", "C", "C", "Si", "C", "C", "C", "H", "H", "H", "H", "H", "H", "H", "H", "H", "H", "H", "H", "H", "H", "H", "H", "H", "H", "H", "H", "H", "H", "H", "H", "H", "H", "H", "C", "C", "C", "C", "N", "H", "H", "H", "H", "H", "H", "H", "H", "H", "N", "C", "N", "C", "C", "C", "C", "C", "C", "S", "H", "H", "H", "H", "H", "H"], "xyz": [[0.437, -0.040, -0.055], [-2.450, 4.637, 1.289], [-3.531, 3.113, 1.050], [-4.493, 3.334, -0.560], [-4.792, 3.213, 2.457], [-2.576, 1.711, 1.007], [-2.546, 0.287, 1.631], [-1.143, -0.708, 1.197], [-0.036, -1.530, 2.215], [1.318, -1.326, 1.332], [2.829, -2.203, 1.609], [3.510, -1.961, 3.357], [4.081, -1.676, 0.327], [2.640, -4.087, 1.613], [0.163, -0.934, 3.919], [-0.627, -1.413, 4.965], [-0.429, -0.963, 6.260], [0.555, -0.020, 6.528], [1.325, 0.485, 5.493], [1.130, 0.024, 4.199], [-0.376, -3.308, 2.451], [0.040, -4.029, 3.569], [-0.150, -5.402, 3.639], [-0.743, -6.078, 2.583], [-1.141, -5.377, 1.453], [-0.954, -4.006, 1.391], [-3.992, -0.742, 1.133], [-3.935, -2.122, 0.979], [-5.054, -2.850, 0.598], [-6.255, -2.198, 0.358], [-6.331, -0.821, 0.517], [-5.209, -0.103, 0.905], [-2.847, 0.436, 3.433], [-2.223, 1.490, 4.101], [-2.521, 1.766, 5.423], [-3.459, 0.995, 6.101], [-4.079, -0.061, 5.451], [-3.771, -0.340, 4.124], [-2.995, 5.541, 0.998], [-2.153, 4.754, 2.336], [-1.546, 4.583, 0.682], [-5.415, 3.898, -0.390], [-4.759, 2.372, -1.006], [-3.898, 3.882, -1.296], [-5.248, 4.208, 2.399], [-5.606, 2.486, 2.397], [-4.338, 3.114, 3.443], [3.818, -0.958, 3.654], [2.792, -2.315, 4.102], [4.392, -2.608, 3.431], [3.629, -0.989, -0.393], [4.951, -1.196, 0.781], [4.437, -2.543, -0.236], [2.438, -4.456, 2.619], [1.867, -4.483, 0.956], [3.600, -4.514, 1.301], [-1.403, -2.143, 4.775], [-1.051, -1.345, 7.059], [0.712, 0.326, 7.543], [2.091, 1.225, 5.691], [1.750, 0.400, 3.396], [0.528, -3.526, 4.393], [0.179, -5.944, 4.517], [-0.888, -7.150, 2.638], [-1.589, -5.898, 0.616], [-1.239, -3.467, 0.497], [-3.005, -2.635, 1.177], [-4.986, -3.926, 0.491], [-7.129, -2.760, 0.052], [-7.264, -0.302, 0.335], [-5.282, 0.969, 1.017], [-1.525, 2.122, 3.560], [-2.032, 2.592, 5.926], [-3.706, 1.222, 7.131], [-4.816, -0.661, 5.970], [-4.279, -1.157, 3.625], [5.136, 0.042, -5.033], [4.435, 0.963, -3.539], [4.656, 2.822, -3.866], [5.585, 0.507, -2.111], [1.897, 0.788, -3.030], [1.342, 0.674, -5.557], [-0.528, 0.831, -5.741], [1.890, -0.792, -6.621], [2.088, 2.242, -6.295], [1.899, 1.767, 0.566], [2.739, 3.014, -0.576], [3.392, 1.211, 1.550], [0.632, 2.631, 1.658], [6.191, 0.312, -5.147], [4.625, 0.318, -5.959], [5.080, -1.043, -4.922], [5.124, 2.991, -4.840], [5.304, 3.267, -3.106], [3.714, 3.375, -3.855], [6.599, 0.806, -2.397], [5.592, -0.567, -1.919], [5.343, 1.013, -1.173], [-0.856, 1.823, -5.419], [-1.074, 0.091, -5.154], [-0.810, 0.703, -6.791], [1.193, -1.628, -6.535], [2.890, -1.166, -6.394], [1.883, -0.463, -7.665], [1.795, 3.122, -5.717], [1.717, 2.375, -7.316], [3.180, 2.218, -6.337], [3.671, 2.601, -0.964], [3.003, 3.836, 0.106], [2.178, 3.412, -1.415], [4.268, 1.145, 0.904], [3.304, 0.286, 2.104], [3.568, 2.024, 2.266], [0.778, 3.714, 1.582], [0.789, 2.338, 2.700], [-0.407, 2.409, 1.405], [1.335, -3.209, -1.423], [1.506, -2.176, -2.528], [2.873, -2.387, -3.189], [0.417, -2.425, -3.584], [1.332, -0.828, -1.969], [1.222, -4.218, -1.831], [0.460, -2.974, -0.818], [2.209, -3.201, -0.780], [2.997, -3.420, -3.529], [3.678, -2.148, -2.491], [2.980, -1.738, -4.062], [0.521, -3.418, -4.033], [0.486, -1.690, -4.390], [-0.567, -2.339, -3.130], [-2.053, -1.306, -1.496], [-1.948, -0.012, -1.837], [-1.059, 0.834, -1.356], [-1.299, 2.116, -1.888], [-0.657, 3.302, -1.564], [-0.982, 4.474, -2.221], [-1.969, 4.498, -3.202], [-2.656, 3.340, -3.512], [-2.319, 2.173, -2.843], [-3.062, 0.617, -3.014], [-1.676, -1.490, -0.564], [-2.918, -1.766, -1.729], [0.077, 3.314, -0.788], [-0.467, 5.389, -1.955], [-2.214, 5.424, -3.707], [-3.450, 3.343, -4.249]], "lowdin_charge": [0.822, -0.173, 0.314, -0.161, -0.174, -0.238, 0.709, -0.466, 0.716, -0.334, 0.383, -0.174, -0.191, -0.168, -0.286, -0.107, -0.072, -0.074, -0.065, -0.108, -0.276, -0.108, -0.072, -0.071, -0.066, -0.114, -0.289, -0.109, -0.080, -0.086, -0.069, -0.075, -0.279, -0.104, -0.084, -0.088, -0.079, -0.079, 0.032, 0.027, -0.005, 0.032, 0.011, 0.008, 0.031, 0.017, 0.013, 0.022, 0.025, 0.041, 0.002, 0.041, 0.037, 0.020, 0.019, 0.042, 0.110, 0.109, 0.105, 0.108, 0.062, 0.101, 0.109, 0.106, 0.108, 0.078, 0.065, 0.102, 0.101, 0.106, 0.063, 0.095, 0.108, 0.103, 0.103, 0.102, -0.232, 0.325, -0.244, -0.227, 1.074, 0.315, -0.236, -0.223, -0.235, 0.530, -0.255, -0.206, -0.208, 0.031, 0.008, 0.022, 0.025, 0.025, 0.006, 0.033, 0.012, 0.001, 0.017, -0.005, 0.034, 0.023, 0.005, 0.031, 0.026, 0.032, 0.007, -0.006, 0.049, -0.011, 0.021, -0.043, 0.057, 0.044, 0.019, -0.022, -0.070, -0.750, -0.080, -0.064, -0.396, 0.095, 0.046, 0.028, 0.091, 0.058, 0.021, 0.088, 0.020, 0.054, 0.102, -0.683, -0.018, -0.323, -0.061, -0.071, -0.091, -0.113, -0.495, 1.106, 0.009, 0.100, 0.055, 0.111, 0.105, 0.116]}


{"formula": "C51H81BN3O4Ti", "method": "ωB97M-V/def2-TZVPD", "total_energy_ha": -3331.38040, "homo_lumo_gap_ev": 4.96, "e_above_lowest_kj_mol": 190.9, "total_charge": 1, "e_lumo_ha": -0.1738, "symbols": ["Ti", "C", "C", "C", "C", "C", "C", "C", "N", "C", "C", "C", "C", "C", "C", "O", "C", "C", "C", "C", "C", "C", "C", "C", "C", "O", "C", "C", "C", "C", "C", "C", "H", "H", "H", "H", "H", "H", "H", "H", "H", "H", "H", "H", "H", "H", "H", "H", "H", "H", "H", "H", "H", "H", "H", "H", "H", "H", "H", "H", "H", "H", "H", "H", "H", "H", "H", "H", "H", "H", "H", "H", "C", "C", "C", "C", "C", "C", "C", "C", "C", "C", "C", "C", "C", "C", "C", "C", "C", "H", "H", "H", "H", "H", "H", "H", "H", "H", "H", "H", "H", "H", "H", "H", "H", "H", "H", "H", "H", "H", "H", "H", "H", "H", "H", "H", "H", "H", "O", "C", "O", "C", "N", "C", "C", "C", "H", "H", "H", "H", "H", "H", "H", "H", "H", "B", "C", "N", "H", "H", "H"], "xyz": [[-0.879, -0.639, 0.629], [0.216, 6.455, 0.096], [-1.282, 6.114, 0.074], [-2.017, 7.077, 1.007], [-1.826, 6.319, -1.347], [-1.452, 4.655, 0.499], [-0.980, 3.649, -0.327], [-1.082, 2.320, 0.074], [-0.781, 1.172, -0.680], [-0.242, 1.169, -1.858], [0.623, 2.157, -2.420], [0.996, 2.085, -3.713], [0.387, 1.077, -4.581], [-0.371, 0.052, -4.156], [-0.638, -0.028, -2.707], [-1.248, -0.938, -2.175], [-0.942, -1.015, -5.083], [-0.336, -2.379, -4.730], [-0.605, -0.721, -6.546], [-2.473, -1.061, -4.950], [2.074, 3.022, -4.250], [2.333, 2.837, -5.746], [3.377, 2.725, -3.487], [1.650, 4.478, -4.004], [-1.733, 1.986, 1.272], [-1.866, 0.657, 1.494], [-2.233, 2.971, 2.125], [-2.051, 4.288, 1.705], [-2.952, 2.632, 3.429], [-3.402, 3.889, 4.178], [-1.996, 1.864, 4.352], [-4.205, 1.797, 3.125], [0.373, 7.494, -0.202], [0.777, 5.818, -0.593], [0.633, 6.318, 1.096], [-1.904, 8.097, 0.637], [-1.610, 7.053, 2.020], [-3.085, 6.856, 1.057], [-1.734, 7.369, -1.630], [-2.880, 6.041, -1.409], [-1.277, 5.737, -2.090], [-0.573, 3.911, -1.290], [1.073, 2.874, -1.748], [0.609, 1.156, -5.633], [0.748, -2.379, -4.852], [-0.762, -3.145, -5.384], [-0.541, -2.633, -3.690], [0.472, -0.726, -6.729], [-1.013, 0.238, -6.870], [-1.045, -1.496, -7.175], [-2.796, -1.328, -3.945], [-2.873, -1.799, -5.649], [-2.912, -0.095, -5.206], [2.676, 1.827, -5.980], [3.119, 3.526, -6.054], [1.449, 3.059, -6.349], [3.667, 1.678, -3.595], [3.277, 2.941, -2.423], [4.182, 3.347, -3.882], [0.721, 4.714, -4.527], [2.426, 5.152, -4.370], [1.507, 4.686, -2.941], [-2.424, 5.073, 2.344], [-2.558, 4.521, 4.463], [-3.910, 3.588, 5.095], [-4.105, 4.485, 3.593], [-1.114, 2.466, 4.582], [-1.665, 0.929, 3.903], [-2.497, 1.624, 5.292], [-4.918, 2.383, 2.541], [-4.692, 1.509, 4.059], [-3.973, 0.891, 2.570], [0.090, -1.061, 2.546], [1.567, -1.207, 2.380], [1.862, -2.544, 2.472], [0.613, -3.246, 2.761], [-0.433, -2.401, 2.886], [-1.740, -2.728, 3.595], [-1.469, -2.560, 5.101], [-2.163, -4.174, 3.323], [-2.906, -1.809, 3.230], [3.166, -3.344, 2.355], [2.925, -4.827, 2.679], [4.223, -2.869, 3.360], [3.709, -3.307, 0.919], [2.398, 0.079, 2.314], [1.549, 1.235, 1.771], [3.652, 0.051, 1.432], [2.787, 0.454, 3.758], [-0.257, -0.233, 3.155], [0.560, -4.304, 2.968], [-0.664, -3.222, 5.426], [-2.367, -2.790, 5.679], [-1.174, -1.533, 5.330], [-1.412, -4.893, 3.653], [-2.353, -4.328, 2.256], [-3.090, -4.398, 3.856], [-2.647, -0.760, 3.366], [-3.752, -2.020, 3.887], [-3.243, -1.953, 2.204], [2.549, -4.971, 3.693], [3.870, -5.366, 2.595], [2.221, -5.289, 1.981], [3.833, -2.935, 4.378], [4.546, -1.847, 3.195], [5.108, -3.507, 3.295], [2.985, -3.738, 0.221], [4.622, -3.904, 0.848], [3.933, -2.306, 0.569], [1.247, 1.044, 0.735], [2.146, 2.150, 1.743], [0.668, 1.449, 2.377], [3.406, -0.168, 0.391], [4.399, -0.663, 1.760], [4.121, 1.038, 1.460], [1.894, 0.551, 4.381], [3.317, 1.410, 3.772], [3.427, -0.301, 4.211], [-3.239, -3.383, -0.985], [-2.131, -3.092, -0.606], [-1.839, -2.195, 0.296], [-0.913, -3.846, -1.136], [-1.424, -4.814, -2.174], [-1.003, -6.207, -1.765], [0.217, -5.954, -0.897], [-0.179, -4.708, -0.107], [-0.244, -3.144, -1.624], [-1.056, -4.572, -3.093], [-2.447, -4.695, -2.191], [-0.833, -6.804, -2.657], [-1.827, -6.632, -1.195], [1.096, -5.758, -1.514], [0.435, -6.808, -0.258], [0.670, -4.168, 0.306], [-0.839, -4.962, 0.724], [2.496, -1.914, -2.355], [1.598, -1.470, -1.157], [0.825, -1.204, -0.336], [2.200, -1.169, -3.267], [2.159, -3.063, -2.581], [3.650, -1.819, -2.030]], "lowdin_charge": [1.201, -0.035, -0.551, -0.059, -0.041, -0.141, 0.049, -0.163, 0.091, -0.141, 0.028, -0.098, 0.078, -0.072, -0.231, 0.068, -0.527, -0.033, -0.052, -0.026, -0.544, -0.056, -0.024, -0.032, -0.228, -0.188, -0.067, 0.061, -0.523, -0.060, -0.027, -0.025, 0.091, 0.070, 0.093, 0.090, 0.088, 0.094, 0.090, 0.096, 0.069, 0.094, 0.118, 0.094, 0.088, 0.095, 0.047, 0.094, 0.096, 0.093, 0.077, 0.091, 0.097, 0.093, 0.093, 0.093, 0.095, 0.083, 0.094, 0.095, 0.095, 0.067, 0.090, 0.092, 0.092, 0.091, 0.098, 0.040, 0.097, 0.095, 0.094, 0.065, -0.161, -0.134, -0.095, -0.015, -0.202, -0.537, -0.027, -0.038, -0.044, -0.514, -0.067, -0.037, -0.032, -0.504, -0.051, -0.035, -0.020, 0.094, 0.101, 0.091, 0.089, 0.087, 0.083, 0.071, 0.093, 0.047, 0.099, 0.078, 0.092, 0.090, 0.072, 0.096, 0.051, 0.090, 0.073, 0.096, 0.053, 0.060, 0.103, 0.077, 0.071, 0.060, 0.092, 0.090, 0.091, 0.074, 0.134, -0.524, -0.115, -0.157, 0.117, -0.078, -0.131, -0.095, 0.110, 0.160, 0.162, 0.134, 0.141, 0.126, 0.128, 0.100, 0.120, -0.384, -0.152, 0.112, 0.025, 0.031, 0.028]}


no.,strongest force on any atom (hartree/bohr)
1,0.0422
2,0.0164